[1]
298
Properties=species:S:1:pos:R:3 method="wB97M-V/def2-TZVPD" total_energy_ev=-217408.159 spin_multiplicity=1 charge=+6
C 0.725 1.755 3.716
O 0.501 0.317 3.799
C 1.556 -0.373 3.084
C 1.288 -0.394 1.632
N 0.030 -1.108 1.233
H 0.305 -2.044 0.795
H -0.462 -1.460 2.055
C -0.797 -0.344 0.359
C -2.110 -1.140 0.252
O -2.565 -1.471 1.517
C -3.175 -0.363 2.166
H 1.628 2.031 4.341
H -0.136 2.254 4.162
H 0.881 2.060 2.675
H 1.525 -1.405 3.413
H 2.495 0.130 3.289
H 2.074 -0.894 1.023
H 1.285 0.576 1.166
H -0.262 -0.230 -0.618
H -0.912 0.671 0.754
H -1.937 -2.034 -0.316
H -2.915 -0.543 -0.229
H -2.446 0.436 2.303
H -3.503 -0.661 3.145
H -4.014 0.031 1.569
C 2.894 -5.800 0.548
O 4.276 -6.189 0.656
C 4.730 -6.831 -0.510
C 6.249 -6.798 -0.262
N 6.672 -7.814 0.712
H 5.959 -7.786 1.434
H 6.653 -8.769 0.352
C 7.843 -7.549 1.578
C 7.769 -8.580 2.645
O 6.343 -8.387 3.086
C 6.188 -8.738 4.446
H 2.780 -5.192 1.469
H 2.151 -6.609 0.541
H 2.782 -5.231 -0.363
H 4.447 -6.488 -1.500
H 4.469 -7.890 -0.470
H 6.508 -5.816 0.098
H 6.792 -6.879 -1.229
H 7.640 -6.530 1.902
H 8.794 -7.606 1.016
H 8.488 -8.441 3.461
H 7.856 -9.620 2.218
H 6.508 -9.750 4.584
H 5.152 -8.904 4.660
H 6.778 -8.089 5.130
C -7.283 0.156 5.578
O -7.833 1.246 4.867
C -7.954 1.087 3.452
C -8.669 2.293 2.879
N -7.790 3.509 3.088
H -7.523 3.477 4.097
H -6.857 3.403 2.608
C -8.333 4.857 2.675
C -8.918 5.032 1.334
O -10.178 4.376 1.325
C -10.949 4.761 0.175
H -7.844 -0.715 5.238
H -7.515 0.331 6.670
H -6.238 -0.007 5.399
H -8.529 0.187 3.293
H -6.965 0.877 2.997
H -9.585 2.465 3.436
H -8.886 2.081 1.802
H -7.473 5.528 2.769
H -9.115 5.093 3.403
H -8.228 4.692 0.517
H -9.165 6.055 1.109
H -10.506 4.417 -0.777
H -11.000 5.862 0.121
H -11.954 4.392 0.263
C -4.582 -7.817 1.789
O -3.578 -6.959 1.257
C -2.301 -7.314 1.665
C -1.414 -6.238 1.163
N -1.599 -5.972 -0.317
H -2.422 -5.365 -0.411
H -0.812 -5.345 -0.657
C -1.581 -7.105 -1.280
C -1.882 -6.466 -2.636
O -2.968 -5.570 -2.502
C -3.312 -5.009 -3.802
H -5.478 -7.335 1.389
H -4.611 -7.783 2.900
H -4.407 -8.803 1.366
H -1.957 -8.329 1.271
H -2.182 -7.378 2.738
H -0.422 -6.538 1.467
H -1.689 -5.279 1.645
H -2.395 -7.742 -0.949
H -0.595 -7.528 -1.249
H -2.097 -7.153 -3.430
H -0.926 -5.941 -2.883
H -3.626 -5.789 -4.503
H -2.524 -4.319 -4.209
H -4.150 -4.328 -3.526
C 6.669 6.558 4.908
O 5.898 6.925 3.791
C 6.558 7.582 2.768
C 6.048 7.035 1.414
N 4.511 6.870 1.448
H 4.139 6.150 0.812
H 4.186 6.637 2.410
C 3.703 8.155 1.168
C 2.262 7.790 1.545
O 1.869 6.707 0.767
C 0.695 6.101 1.372
H 7.010 7.461 5.418
H 7.507 6.020 4.543
H 6.003 5.937 5.494
H 7.639 7.506 2.706
H 6.362 8.674 2.903
H 6.337 6.003 1.261
H 6.251 7.617 0.514
H 3.902 8.495 0.146
H 4.025 8.934 1.851
H 1.562 8.628 1.579
H 2.286 7.369 2.559
H 0.004 6.845 1.775
H 1.045 5.429 2.145
H 0.265 5.510 0.563
C -5.781 -5.426 -10.766
O -6.575 -4.573 -9.972
C -7.946 -4.602 -10.200
C -8.650 -4.538 -8.880
N -7.948 -3.350 -8.252
H -6.946 -3.692 -8.268
H -7.925 -2.541 -8.882
C -8.237 -2.977 -6.930
C -7.076 -2.057 -6.410
O -5.889 -2.536 -6.972
C -4.930 -1.562 -7.452
H -5.767 -5.061 -11.791
H -6.275 -6.471 -10.797
H -4.746 -5.428 -10.360
H -8.202 -5.423 -10.853
H -8.227 -3.698 -10.761
H -8.436 -5.435 -8.253
H -9.708 -4.355 -8.968
H -8.235 -3.878 -6.371
H -9.187 -2.447 -6.861
H -7.105 -2.031 -5.325
H -7.276 -1.021 -6.690
H -4.066 -1.545 -6.846
H -5.348 -0.567 -7.449
H -4.646 -1.838 -8.451
C 8.850 -0.772 -2.411
O 8.128 0.111 -1.608
C 6.889 0.571 -2.142
C 5.998 0.942 -0.980
N 5.532 -0.257 -0.166
H 4.600 -0.494 -0.496
H 6.215 -1.047 -0.268
C 5.477 -0.083 1.333
C 6.890 -0.234 1.820
O 7.428 -1.358 1.235
C 8.778 -1.470 1.642
H 8.281 -1.655 -2.718
H 9.739 -1.087 -1.894
H 9.150 -0.240 -3.308
H 6.415 -0.259 -2.696
H 7.110 1.453 -2.794
H 5.054 1.453 -1.235
H 6.575 1.517 -0.268
H 4.954 -0.931 1.765
H 5.162 0.928 1.554
H 6.848 -0.271 2.904
H 7.433 0.684 1.658
H 9.542 -0.961 0.965
H 9.091 -2.521 1.626
H 8.957 -1.188 2.680
C 0.603 5.492 -2.308
C 1.484 4.306 -2.445
C 2.963 4.673 -2.517
O 3.806 3.627 -2.968
C 5.131 4.138 -3.075
N 1.200 3.334 -1.390
H 0.153 3.204 -1.148
H 1.586 2.403 -1.640
H 1.678 3.514 -0.496
H -0.482 5.222 -2.139
H 0.548 6.095 -3.203
H 0.981 6.099 -1.489
H 1.324 3.818 -3.388
H 3.316 5.057 -1.511
H 3.100 5.576 -3.202
H 5.179 5.030 -3.726
H 5.662 3.338 -3.547
H 5.533 4.269 -2.060
C -0.607 7.048 7.387
C -2.095 7.334 7.078
C -2.769 6.482 5.989
O -1.964 6.738 4.911
C -2.421 6.084 3.704
N -2.822 7.155 8.512
H -2.863 6.239 8.925
H -2.238 7.744 9.117
H -3.770 7.518 8.485
H -0.345 6.049 7.662
H -0.295 7.792 8.101
H 0.054 7.296 6.531
H -2.208 8.426 6.792
H -3.760 6.901 5.980
H -2.796 5.458 6.363
H -1.901 5.193 3.563
H -2.312 6.728 2.841
H -3.479 5.745 3.753
C 12.431 1.325 -0.862
C 12.113 2.290 0.303
C 11.077 1.746 1.279
O 10.990 2.664 2.292
C 9.961 2.476 3.276
N 13.315 2.777 1.034
H 13.778 3.470 0.455
H 12.911 3.159 1.896
H 13.964 2.023 1.280
H 13.125 0.576 -0.422
H 12.988 1.808 -1.645
H 11.503 0.815 -1.225
H 11.704 3.187 -0.160
H 11.265 0.698 1.557
H 10.152 1.620 0.721
H 10.124 3.282 3.994
H 10.165 1.517 3.759
H 8.994 2.494 2.873
C -8.832 -4.184 2.287
C -8.089 -2.894 1.909
C -6.598 -3.079 2.091
O -6.392 -3.133 3.490
C -5.258 -3.955 3.781
N -8.247 -2.647 0.439
H -7.776 -1.785 0.029
H -7.871 -3.392 -0.110
H -9.240 -2.637 0.276
H -8.273 -5.069 1.940
H -9.878 -4.242 1.897
H -8.908 -4.200 3.391
H -8.495 -1.997 2.418
H -6.018 -2.211 1.741
H -6.281 -4.011 1.643
H -4.963 -3.801 4.841
H -4.397 -3.735 3.090
H -5.483 -5.029 3.643
C 1.529 -3.863 -4.518
C 1.275 -2.394 -4.412
C -0.177 -2.106 -4.048
O -0.331 -0.739 -3.843
C -1.628 -0.345 -3.409
N 2.111 -1.849 -3.296
H 1.932 -0.787 -3.201
H 1.920 -2.341 -2.427
H 3.116 -1.951 -3.541
H 2.519 -4.019 -4.887
H 0.765 -4.283 -5.246
H 1.316 -4.400 -3.577
H 1.511 -1.916 -5.371
H -0.537 -2.625 -3.143
H -0.820 -2.471 -4.859
H -1.995 -0.846 -2.541
H -2.364 -0.573 -4.201
H -1.581 0.729 -3.223
C -4.920 4.134 -1.012
C -5.387 2.805 -1.431
C -4.937 2.451 -2.834
O -5.689 3.307 -3.693
C -5.622 2.926 -5.006
N -4.768 1.860 -0.418
H -5.095 0.876 -0.489
H -3.743 1.967 -0.489
H -5.031 2.200 0.542
H -4.684 4.186 0.046
H -5.647 4.929 -1.214
H -4.076 4.605 -1.488
H -6.440 2.748 -1.314
H -5.231 1.405 -3.073
H -3.883 2.562 -3.011
H -4.590 3.141 -5.298
H -6.253 3.587 -5.605
H -5.711 1.874 -5.236
B 4.608 -3.297 -1.419
F 3.898 -2.797 -0.376
F 3.793 -4.070 -2.179
F 5.141 -2.231 -2.115
F 5.683 -3.993 -0.902
B 3.535 3.715 1.808
F 4.403 4.147 0.736
F 3.442 4.755 2.707
F 2.255 3.363 1.359
F 4.145 2.575 2.400
Cl 2.601 0.474 -1.376
Cl -1.763 2.622 -0.989
Cl 0.076 -3.498 -0.737
Cl -6.254 -0.810 -0.821
Cl -4.837 2.930 2.629

---

[2]
130
Properties=species:S:1:pos:R:3 method="wB97M-V/def2-TZVPD" total_energy_ev=-109295.160 spin_multiplicity=5 charge=+2 s2=6.101
Pt -0.034 0.003 0.462
C 0.219 -2.253 -4.692
N 0.229 -2.392 -3.235
C 0.057 -1.382 -2.364
N 0.107 -1.856 -1.123
C 0.357 -3.226 -1.204
C 0.432 -3.565 -2.523
C 0.569 -4.898 -3.149
C -0.136 -5.978 -2.623
C -0.015 -7.239 -3.186
C 0.818 -7.441 -4.279
C 1.527 -6.374 -4.806
C 1.403 -5.109 -4.245
C 0.690 -4.079 -0.036
C -0.080 -4.033 1.114
C 0.285 -4.748 2.251
C 1.428 -5.532 2.233
C 2.186 -5.612 1.072
C 1.819 -4.891 -0.057
P 0.049 0.477 -2.796
C -1.632 0.382 -1.913
N -1.819 0.220 -0.600
C -3.182 0.201 -0.350
C -3.833 0.328 -1.546
N -2.840 0.429 -2.512
C -3.060 0.634 -3.948
C -5.278 0.369 -1.852
C -6.137 1.148 -1.079
C -7.499 1.161 -1.339
C -8.020 0.400 -2.378
C -7.173 -0.376 -3.154
C -5.809 -0.391 -2.893
C -3.780 0.117 0.998
C -4.754 -0.834 1.285
C -5.322 -0.889 2.551
C -4.926 0.013 3.534
C -3.954 0.961 3.249
C -3.380 1.007 1.986
C 0.100 2.101 -1.721
N 0.200 2.060 -0.366
C -0.087 3.279 0.118
C -0.342 4.154 -1.008
N -0.240 3.360 -2.116
C -0.337 3.775 -3.525
C -0.594 5.562 -0.994
C -1.463 6.171 -1.923
C -1.693 7.527 -1.864
C -1.053 8.305 -0.899
C -0.188 7.720 0.022
C 0.038 6.359 -0.012
C -0.236 3.561 1.535
C 0.691 3.054 2.451
C 0.506 3.269 3.805
C -0.609 3.974 4.253
C -1.538 4.476 3.346
C -1.351 4.282 1.988
H -0.260 -1.315 -4.955
H 1.232 -2.245 -5.092
H -0.327 -3.080 -5.137
H -0.791 -5.823 -1.774
H -0.578 -8.068 -2.773
H 0.918 -8.428 -4.713
H 2.190 -6.526 -5.650
H 1.996 -4.292 -4.642
H -0.993 -3.463 1.092
H -0.332 -4.701 3.143
H 1.723 -6.087 3.116
H 3.074 -6.234 1.049
H 2.430 -4.938 -0.951
H -3.978 1.195 -4.094
H -2.222 1.186 -4.360
H -3.140 -0.317 -4.470
H -5.735 1.758 -0.277
H -8.156 1.771 -0.731
H -9.085 0.412 -2.581
H -7.573 -0.980 -3.959
H -5.164 -1.031 -3.484
H -5.055 -1.540 0.518
H -6.074 -1.637 2.773
H -5.375 -0.026 4.520
H -3.641 1.666 4.012
H -2.608 1.736 1.767
H 0.106 4.759 -3.647
H 0.205 3.056 -4.129
H -1.375 3.805 -3.848
H -1.987 5.575 -2.659
H -2.376 7.987 -2.568
H -1.230 9.374 -0.867
H 0.314 8.330 0.763
H 0.727 5.907 0.689
H 1.567 2.525 2.098
H 1.235 2.893 4.511
H -0.749 4.140 5.314
H -2.408 5.015 3.699
H -2.076 4.662 1.277
C 5.653 0.483 0.389
C 5.350 -0.378 1.449
C 4.050 -0.560 1.845
C 2.994 0.105 1.149
C 3.320 1.001 0.097
C 4.630 1.183 -0.265
N 1.717 -0.087 1.537
N 1.617 -0.563 2.868
C 0.425 -1.019 3.102
C 0.114 -1.491 4.430
C -1.125 -1.977 4.696
C -2.099 -2.050 3.667
C -1.829 -1.586 2.376
C -0.607 -1.054 2.071
H 6.683 0.618 0.080
H 6.146 -0.896 1.969
H 3.799 -1.209 2.667
H 2.538 1.549 -0.398
H 4.876 1.883 -1.056
H 0.893 -1.447 5.181
H -1.367 -2.326 5.692
H -3.071 -2.483 3.875
H -2.595 -1.684 1.620
F 5.600 -2.496 -4.641
C 4.646 -1.797 -4.048
C 4.387 -1.971 -2.704
F 5.086 -2.854 -2.002
C 3.396 -1.235 -2.084
F 3.191 -1.438 -0.786
C 2.647 -0.296 -2.781
O 1.717 0.482 -2.155
C 2.923 -0.149 -4.139
F 2.226 0.740 -4.859
C 3.906 -0.881 -4.771
F 4.141 -0.705 -6.065